This record from the OMol25 dataset describes a structure of composition C19H21IInN3O7PS. The level of theory is ωB97M-V/def2-TZVPD.

The geometry in XYZ format:
```
54
Properties=species:S:1:pos:R:3:forces:R:3
I -2.629773 -0.881561 0.627467 -0.0754 0.0420 0.0229
In 0.613922 -0.774171 0.011056 -0.0105 -0.0725 0.1154
S 0.309826 0.588711 -2.804007 0.0472 -0.1895 0.1738
P 0.133767 1.683760 0.708663 -0.0812 -0.1417 -0.1154
O 2.584637 -0.720308 3.680122 -0.0204 0.1282 -0.0789
O -0.570148 1.669971 -3.183829 -0.0721 0.0498 -0.0748
O 4.402872 -0.976585 1.582210 -0.0476 0.0793 -0.0226
O 2.700701 -0.892774 0.147797 0.0475 0.1281 -0.1132
O -0.370301 -0.612605 -2.276833 -0.0747 0.1405 0.0100
O 0.941020 -0.696950 2.169652 -0.0122 0.0040 0.0150
O 1.356699 0.961807 -1.837722 0.0993 0.1553 -0.1286
N -0.872043 4.220069 0.476471 0.0034 -0.0250 -0.0063
N -0.425030 3.421368 2.755304 0.0078 -0.0212 0.0030
N 1.441757 4.019031 1.278294 -0.0012 -0.0112 -0.0060
C -0.429326 1.989126 2.436880 -0.0534 -0.0232 0.0716
C 1.141773 0.060155 -4.275384 0.0343 -0.0297 -0.0304
C -2.604588 -5.370514 -1.206504 0.0056 0.0112 0.0048
C 0.492085 4.747335 0.439971 0.0130 0.0324 -0.0093
C 2.183283 -0.750567 2.533155 0.1278 -0.1227 0.0845
C 0.923519 3.976906 2.644229 0.0139 0.0275 0.0261
C -1.310157 4.170452 1.868801 -0.0210 0.0356 0.0172
C -1.255917 -3.419976 -0.500523 -0.0346 0.1085 0.0203
C 1.137534 -3.620076 -0.517565 0.0888 0.0604 0.0085
C -2.506785 -2.774871 -0.257683 0.0166 -0.0799 -0.0416
C -3.764062 -4.687359 -1.005144 0.0111 -0.0010 0.0012
C 1.687064 2.670283 0.757726 0.0748 -0.0010 0.0215
C -3.711023 -3.371725 -0.506583 0.0003 0.0165 0.0069
C 3.219081 -0.875745 1.345015 0.0446 -0.1899 0.1152
C -1.348537 -4.767221 -0.955009 0.0054 -0.0934 -0.0325
C 0.032278 -2.828456 -0.317043 -0.0780 -0.1178 -0.0444
C -0.167775 -5.524910 -1.155599 0.0218 0.0427 0.0121
C -0.944347 2.898718 -0.159874 -0.0285 0.0576 -0.0298
C 1.050952 -4.969486 -0.921528 -0.0501 -0.0514 -0.0194
H 1.956551 -5.546763 -1.062211 0.0059 0.0022 0.0042
H 0.895599 5.002194 3.023837 0.0007 -0.0134 -0.0018
H 0.848129 4.738430 -0.591573 -0.0070 -0.0024 0.0034
H 0.227497 1.438822 3.111535 0.0073 0.0229 -0.0043
H -0.263501 -6.550778 -1.492366 -0.0027 -0.0033 -0.0007
H -0.644401 2.961035 -1.205743 0.0081 0.0084 -0.0162
H 2.126386 -3.194818 -0.382315 -0.0012 0.0003 0.0036
H -4.630847 -2.840082 -0.306316 0.0032 0.0090 0.0056
H 1.601527 3.389582 3.265345 -0.0030 0.0024 -0.0018
H -2.310193 3.732811 1.911684 0.0034 0.0026 -0.0038
H -1.977712 2.541119 -0.149256 0.0148 0.0034 0.0140
H 0.420479 -0.458323 -4.902623 -0.0207 0.0217 -0.0023
H 1.527713 0.937608 -4.788430 0.0224 0.0125 0.0349
H -4.723812 -5.147407 -1.202060 -0.0055 0.0066 0.0007
H -1.363503 5.198388 2.239252 -0.0032 -0.0161 -0.0052
H 2.091733 2.715200 -0.253308 -0.0067 0.0088 -0.0027
H 0.458261 5.782024 0.792801 0.0069 -0.0114 -0.0043
H 2.420552 2.156792 1.384502 -0.0177 0.0083 0.0069
H -1.435296 1.583968 2.579629 0.0051 0.0170 -0.0213
H 1.951314 -0.607557 -3.991607 -0.0115 -0.0248 0.0157
H -2.619434 -6.394077 -1.562758 -0.0004 -0.0031 -0.0017
```
Positions in Å, forces in eV/Å.

Values from the calculation:
* HOMO-LUMO gap: 8.0 eV
* total charge: -1
* HOMO: -5.76 eV

Charges computed using natural (NBO), reported in e:
1. I 0.207
2. In 1.610
3. S 2.409
4. P 0.861
5. O -0.633
6. O -0.997
7. O -0.617
8. O -0.843
9. O -1.008
10. O -0.845
11. O -1.016
12. N -0.462
13. N -0.463
14. N -0.458
15. C -0.545
16. C -0.891
17. C -0.174
18. C -0.072
19. C 0.664
20. C -0.074
21. C -0.070
22. C -0.013
23. C -0.228
24. C -0.118
25. C -0.224
26. C -0.540
27. C -0.261
28. C 0.667
29. C -0.079
30. C -0.465
31. C -0.196
32. C -0.550
33. C -0.205
34. H 0.208
35. H 0.189
36. H 0.203
37. H 0.267
38. H 0.199
39. H 0.269
40. H 0.233
41. H 0.218
42. H 0.209
43. H 0.193
44. H 0.224
45. H 0.236
46. H 0.233
47. H 0.208
48. H 0.190
49. H 0.255
50. H 0.189
51. H 0.241
52. H 0.219
53. H 0.241
54. H 0.202



This record from the OMol25 dataset describes a structure of composition C19H21IN2Zn. The level of theory is ωB97M-V/def2-TZVPD.

The geometry in XYZ format:
```
44
Properties=species:S:1:pos:R:3:forces:R:3
I -3.572070 2.925736 1.330034 0.4316 -0.0271 0.0298
Zn 0.403180 -0.051699 -0.241426 0.3539 -0.4020 0.4490
N 1.224227 1.023519 -1.783089 0.1612 0.7049 -0.7773
N 0.423735 1.745541 0.615531 -0.1019 1.1796 0.0229
C 2.187515 1.401992 -3.940600 -0.2378 -0.3095 0.3767
C 1.484552 -1.522877 0.548949 -0.1496 0.6417 -0.4963
C -0.129144 2.044793 1.798992 -0.0781 0.0426 -0.4888
C 0.979726 4.184520 1.807942 -0.5119 -0.6906 0.6150
C 0.891677 -2.828295 0.918686 -0.9980 -1.1363 0.1478
C 1.175725 2.672156 -0.049382 -0.6015 -0.0441 1.5367
C -3.276193 -0.475798 -0.550421 2.1829 -0.1276 -0.5342
C -1.059610 -4.297864 1.125592 0.2770 -0.1401 0.1287
C 2.628992 2.666089 -3.529156 -0.2404 -0.1886 0.3170
C 1.675424 -3.846489 1.506090 -0.6113 0.0983 -0.1177
C 1.109102 -5.061189 1.906556 -0.4834 0.3405 -0.1993
C -0.486927 -3.085277 0.716435 0.5674 -0.3987 0.3223
C -4.674363 -0.320925 -0.143831 -2.2047 -0.0474 0.3379
C 1.484986 0.598152 -3.034824 0.2603 0.8087 0.3025
C 1.605701 2.268797 -1.388315 0.2375 -0.3329 -1.2236
C 0.150459 3.247902 2.446272 0.1375 0.3167 -0.3723
C 2.321564 3.122664 -2.244139 -0.2221 -0.8404 0.0007
C 1.471047 3.902883 0.536537 0.1595 -0.4276 -0.6146
C -0.269263 -5.287012 1.729359 0.3519 0.2767 -0.1451
H -2.130078 -4.477085 0.988288 0.3835 0.1151 0.0015
H -4.794848 -0.076287 0.912675 0.0638 0.1609 -0.1765
H 2.618466 4.100483 -1.875621 0.0089 -0.2192 -0.3467
H -2.925099 0.429445 -1.049219 0.1182 0.0672 0.0386
H 1.223640 5.118270 2.307472 -0.0880 -0.1241 -0.1730
H -1.117390 -2.322202 0.243606 0.2511 -0.2973 0.2253
H 2.091551 4.607389 -0.025839 -0.3334 -0.1420 0.4932
H 1.101435 -0.394161 -3.286189 0.2655 0.3451 -0.0088
H 1.734415 -5.824445 2.368090 -0.1517 0.1579 -0.1138
H -5.128382 0.490721 -0.725035 -0.1667 -0.2346 0.2925
H -2.602902 -0.630969 0.304697 -0.0907 -0.1062 -0.0697
H -0.339035 3.425918 3.402197 0.2242 0.1519 -0.2794
H 3.201642 3.294568 -4.206235 -0.1424 -0.1077 0.0862
H 2.371041 1.010712 -4.939304 0.0407 0.2449 0.2207
H -5.251377 -1.242858 -0.326093 0.1081 0.2836 0.0419
H -0.708851 -6.237402 2.050926 0.1305 0.4328 -0.1379
H 1.918621 -1.035911 1.437772 0.1424 -0.1354 -0.3395
H 2.248469 -1.620413 -0.239927 0.1368 -0.1385 0.4700
H -0.859047 1.319703 2.175866 0.4436 0.3575 0.1055
H 2.736285 -3.659972 1.653223 -0.1065 -0.0710 0.0161
H -3.138599 -1.302823 -1.253142 0.0823 -0.0378 0.0359
```
Positions in Å, forces in eV/Å.

Values from the calculation:
* HOMO-LUMO gap: 4.7 eV
* relative energy (zero: lowest compared OMol25 entry of this formula, charge and spin): 0.0 kJ/mol
* HOMO: -6.38 eV

Charges computed using natural (NBO), reported in e:
1. I -0.936
2. Zn 1.498
3. N -0.601
4. N -0.627
5. C -0.247
6. C -1.019
7. C 0.110
8. C -0.137
9. C -0.050
10. C 0.138
11. C -0.618
12. C -0.214
13. C -0.129
14. C -0.225
15. C -0.203
16. C -0.170
17. C -0.617
18. C 0.076
19. C 0.198
20. C -0.197
21. C -0.210
22. C -0.205
23. C -0.229
24. H 0.215
25. H 0.235
26. H 0.233
27. H 0.214
28. H 0.235
29. H 0.188
30. H 0.221
31. H 0.222
32. H 0.213
33. H 0.221
34. H 0.186
35. H 0.257
36. H 0.236
37. H 0.240
38. H 0.189
39. H 0.215
40. H 0.227
41. H 0.217
42. H 0.255
43. H 0.207
44. H 0.189



| no. | LUMO energy (eV) | molar mass (Da) | largest force on an atom (eV/Å) |
| --- | --- | --- | --- |
| 1 | 2.23 | 708.15 | 0.26 |
| 2 | -1.65 | 469.68 | 2.25 |